No. 1
ORCA calculation (the ωB97M-V functional and the def2-TZVPD basis) on a structure of composition C35H37EuF5OP2Te in a non-equilibrium geometry.

Properties
⟨S²⟩ = 16.193
Lowest unoccupied orbital energy (spin up / spin down) = -2.277 / -3.539 eV
M = 910.18 g/mol
Spin multiplicity = 8

Geometry as XYZ:
```
82
Properties=species:S:1:pos:R:3:forces:R:3
Eu 1.787 -1.727 -2.344 1.12 -0.81 0.90
C -3.001 0.310 0.514 0.01 -0.68 -0.52
C -2.969 0.185 -0.820 0.17 -0.49 0.85
C -3.291 1.252 -1.792 1.04 0.21 -1.13
C -1.955 1.797 -2.394 -0.92 0.39 -0.72
C -1.031 2.515 -1.468 0.83 -0.55 0.44
C -1.252 2.829 -0.191 0.24 -0.13 -0.09
C -2.597 2.886 0.487 -0.22 -0.09 0.61
C -3.048 1.609 1.264 -0.61 0.36 -0.13
C 3.094 0.108 -1.545 0.79 0.86 0.42
H -3.064 -0.605 1.116 0.64 0.47 -0.21
H -2.601 -0.739 -1.304 -0.76 0.07 0.55
H -3.980 2.009 -1.407 0.34 -0.25 -0.25
H -3.794 0.745 -2.621 -0.19 0.20 -0.03
H -1.431 0.926 -2.849 -0.09 0.37 0.46
H -2.154 2.432 -3.270 -0.16 0.01 0.04
H -0.011 2.627 -1.868 -0.34 -0.07 0.33
H -0.396 3.076 0.457 -0.39 0.16 -0.53
H -3.388 3.183 -0.215 0.49 0.19 0.44
H -2.476 3.682 1.242 -0.44 -0.18 -0.27
H -2.449 1.559 2.192 -0.35 -0.34 -0.41
H -4.116 1.712 1.540 0.44 0.41 0.33
H 3.587 -0.316 -0.638 -0.48 0.13 -0.75
H 2.544 1.022 -1.267 -0.05 -0.48 -0.09
H 3.855 0.359 -2.312 -0.38 -0.34 0.14
P 0.169 -2.299 -8.516 -0.02 -0.61 -0.21
P 2.136 0.275 -8.929 0.45 0.47 -1.22
C -0.440 -0.736 -9.169 0.43 1.70 -0.19
C 0.391 0.300 -9.453 -1.00 -0.88 0.09
C -0.588 -3.404 -9.816 0.04 -0.19 0.01
C -1.717 -3.075 -10.584 -0.02 -0.45 -0.12
C -2.208 -3.961 -11.554 0.20 -0.06 0.15
C -1.576 -5.191 -11.765 0.25 0.08 0.25
C -0.430 -5.518 -11.023 -0.23 0.17 -0.11
C 0.070 -4.623 -10.074 -0.37 0.16 -0.01
C -0.959 -2.423 -7.065 -0.08 -0.05 -0.31
C -0.717 -1.523 -6.006 -0.14 -0.45 -0.14
C -1.519 -1.574 -4.870 0.00 -0.14 -0.13
C -2.590 -2.474 -4.814 0.06 -0.18 -0.04
C -2.827 -3.361 -5.868 0.16 0.11 -0.03
C -2.000 -3.356 -6.997 0.09 0.45 0.39
C 2.764 0.948 -10.589 -0.07 -0.06 0.14
C 2.577 0.151 -11.734 0.13 0.30 -0.01
C 2.956 0.617 -12.996 0.14 0.31 0.11
C 3.518 1.896 -13.136 -0.07 -0.09 0.23
C 3.691 2.699 -12.003 -0.05 -0.32 -0.14
C 3.333 2.218 -10.739 -0.12 -0.03 -0.22
C 2.192 1.815 -7.934 0.05 -0.06 0.29
C 3.347 1.995 -7.144 -0.52 0.21 -0.28
C 3.497 3.160 -6.396 -0.14 -0.04 -0.02
C 2.494 4.135 -6.402 0.09 -0.20 -0.17
C 1.345 3.945 -7.171 -0.06 -0.22 0.01
C 1.173 2.776 -7.921 0.46 0.24 0.22
H -1.523 -0.638 -9.318 0.41 0.06 -0.25
H 0.042 1.176 -10.032 -0.03 -0.45 0.51
H -2.238 -2.133 -10.438 0.10 -0.22 -0.01
H -3.090 -3.693 -12.145 0.33 -0.07 0.25
H -1.967 -5.894 -12.506 0.15 0.28 0.26
H 0.076 -6.472 -11.190 -0.16 0.33 0.04
H 0.976 -4.866 -9.518 -0.23 0.03 -0.11
H 0.090 -0.785 -6.094 -0.26 -0.27 0.02
H -1.315 -0.904 -4.031 -0.25 -0.05 -0.21
H -3.240 -2.485 -3.942 0.13 -0.02 -0.14
H -3.657 -4.063 -5.831 0.13 0.17 0.12
H -2.175 -4.045 -7.831 0.05 0.27 0.38
H 2.108 -0.829 -11.649 0.13 0.15 0.03
H 2.813 -0.005 -13.883 0.01 0.15 0.34
H 3.815 2.267 -14.124 -0.17 -0.18 0.43
H 4.093 3.709 -12.106 -0.06 -0.33 0.05
H 3.463 2.866 -9.874 0.00 -0.14 -0.13
H 4.117 1.219 -7.136 -0.20 0.27 -0.01
H 4.398 3.298 -5.804 -0.16 0.04 -0.03
H 2.612 5.038 -5.805 -0.03 -0.18 -0.17
H 0.568 4.706 -7.191 0.13 -0.12 0.08
H 0.256 2.629 -8.495 0.37 0.12 0.20
F 1.101 0.737 1.000 -0.83 -1.32 0.46
Te 0.831 -1.079 1.548 0.70 2.74 -0.71
F 3.509 -3.032 -2.573 -1.43 0.87 0.06
F 2.800 -1.055 1.277 -1.19 -0.59 0.49
F 1.171 -0.383 3.399 -0.05 -0.87 -1.50
F -1.039 -0.652 2.089 1.68 -0.56 -0.68
O 0.553 -1.622 -0.328 0.29 0.28 1.37
```
Positions in Å, forces in eV/Å.


No. 2
ORCA calculation (the ωB97M-V functional and the def2-TZVPD basis) on a structure of composition C35H37EuN6O3 in a non-equilibrium geometry.

Properties
⟨S²⟩ = 15.760
Charge = +1
Lowest unoccupied orbital energy (spin up / spin down) = -2.183 / -2.175 eV
M = 741.68 g/mol
Energy above the lowest of the compared OMol25 structures with the same formula, charge and spin = 105.9 kJ/mol
Spin multiplicity = 8

Geometry as XYZ:
```
82
Properties=species:S:1:pos:R:3:forces:R:3
Eu 0.127 0.299 -0.155 -0.42 -5.49 -0.40
C -2.765 -1.208 -1.464 0.00 0.01 0.05
N -2.010 0.027 -1.724 -0.25 -0.10 -0.10
C -2.861 1.209 -1.550 -0.03 -0.13 0.00
C -3.122 1.543 -0.101 -0.01 -0.09 -0.20
C -4.303 2.166 0.263 -0.18 0.03 -0.06
C -4.488 2.525 1.585 -0.16 0.10 0.07
C -3.491 2.239 2.501 0.02 0.01 0.11
C -2.348 1.610 2.046 0.01 -0.04 0.06
N -2.158 1.264 0.772 -0.46 0.31 0.20
C -1.427 -0.016 -3.063 0.11 -0.31 0.02
C -0.379 -1.114 -3.187 -0.16 0.05 -0.09
C -0.043 -1.622 -4.434 -0.04 0.06 -0.14
C 0.921 -2.613 -4.523 -0.02 0.01 -0.13
C 1.507 -3.085 -3.360 0.04 -0.04 0.03
C 1.101 -2.528 -2.162 0.10 -0.06 0.10
N 0.191 -1.560 -2.069 -0.04 -0.30 -0.16
C -2.846 -1.581 -0.004 -0.07 0.11 -0.22
C -4.032 -2.050 0.534 -0.12 -0.02 -0.01
C -4.080 -2.386 1.878 -0.12 -0.04 0.00
C -2.937 -2.225 2.637 0.03 -0.01 0.07
C -1.799 -1.749 2.007 0.06 -0.04 0.14
N -1.733 -1.440 0.716 -0.15 -0.34 0.09
H -2.274 -2.029 -1.983 0.02 -0.05 -0.02
H -3.777 -1.125 -1.878 -0.03 -0.03 -0.02
H -3.826 1.076 -2.057 0.00 0.01 -0.09
H -2.361 2.060 -2.006 0.08 0.10 -0.03
H -5.063 2.369 -0.483 0.07 -0.01 0.06
H -5.399 3.025 1.895 0.06 -0.04 -0.02
H -3.587 2.509 3.545 0.01 -0.03 -0.07
H -1.534 1.385 2.725 0.04 0.01 0.02
H -0.961 0.948 -3.269 0.04 0.10 0.00
H -2.189 -0.187 -3.835 -0.04 0.08 -0.06
H -0.540 -1.247 -5.321 0.03 -0.03 0.03
H 1.198 -3.023 -5.487 -0.02 0.02 0.03
H 2.251 -3.871 -3.376 -0.04 0.04 0.00
H 1.527 -2.874 -1.225 0.00 0.01 -0.02
H -4.911 -2.138 -0.094 0.05 0.01 0.05
H -4.998 -2.752 2.324 0.07 0.03 -0.04
H -2.918 -2.453 3.696 0.00 0.01 -0.07
H -0.896 -1.584 2.574 0.05 -0.01 0.04
C 3.505 2.795 0.247 0.05 0.05 0.08
C 4.158 1.531 0.821 -0.13 0.06 -0.01
C 5.007 0.825 -0.229 0.08 -0.05 -0.05
C 3.152 0.615 1.501 0.20 0.22 -0.11
C 2.745 0.920 2.798 0.00 0.12 0.16
C 1.982 0.040 3.539 0.01 0.06 0.11
C 1.589 -1.189 3.008 -0.17 -0.13 0.26
C 1.005 -2.253 3.910 -0.03 0.10 -0.06
C 1.887 -1.442 1.679 0.29 -0.29 0.02
C 2.671 -0.556 0.935 0.51 -0.32 0.26
H 4.268 3.448 -0.187 -0.05 -0.06 0.05
H 2.975 3.357 1.019 0.02 -0.04 -0.03
H 2.786 2.544 -0.532 -0.02 -0.01 -0.04
H 4.830 1.860 1.619 0.05 -0.01 0.03
H 4.420 0.567 -1.113 0.02 0.00 0.02
H 5.455 -0.092 0.162 -0.02 0.06 -0.01
H 5.817 1.483 -0.551 -0.04 -0.04 -0.01
H 3.084 1.847 3.252 -0.04 -0.08 -0.04
H 1.742 0.276 4.571 0.01 -0.01 -0.05
H 1.791 -2.672 4.543 0.00 0.03 -0.03
H 0.573 -3.078 3.341 0.02 0.03 0.01
H 0.240 -1.850 4.579 0.04 -0.01 -0.05
H 1.640 -2.414 1.261 -0.10 0.03 -0.04
H 3.042 -0.880 -0.027 -0.12 0.08 -0.21
O -0.649 3.786 0.571 0.47 -0.78 -0.26
N -0.095 2.759 0.242 0.09 1.47 0.13
O -0.120 2.325 -0.971 -0.26 2.40 0.22
O 0.529 2.013 1.082 0.10 3.07 1.00
N 1.863 0.661 -1.983 0.28 0.00 -0.11
C 2.412 0.982 -2.935 0.52 0.32 -1.02
C 3.090 1.411 -4.148 -0.32 -0.18 0.61
C 3.272 2.770 -4.375 0.00 0.26 0.04
C 3.911 3.184 -5.532 -0.02 -0.01 0.03
C 4.362 2.242 -6.449 0.02 0.04 -0.04
C 4.179 0.885 -6.215 -0.01 -0.04 0.03
C 3.540 0.464 -5.059 0.06 -0.21 -0.11
H 2.915 3.489 -3.646 0.02 -0.03 -0.06
H 4.057 4.240 -5.719 -0.01 -0.06 0.01
H 4.861 2.568 -7.353 -0.03 -0.01 0.05
H 4.537 0.156 -6.931 -0.02 0.04 0.05
H 3.392 -0.589 -4.856 0.01 0.02 -0.03
```
Positions in Å, forces in eV/Å.